[1]
Entry from the OMol25 dataset: 13 unconnected molecules or ions with the total composition C29H74O13 at a distorted geometry (ωB97M-V with the def2-TZVPD basis set).

HOMO = -9.28 eV
2S+1 = 1
E_LUMO = 0.18 eV
Kohn-Sham gap = 9.4513 eV
Relative energy (zero: lowest compared OMol25 entry of this formula, charge and spin) = 0.0 kcal/mol

Last columns: bonded neighbours and bond lengths (Å).
CARTESIAN COORDINATES (ANGSTROEM)
1 H -19.3464 -31.1746 -21.3372  C74 1.094
2 C -23.7923 -29.0719 -20.3416  H27 1.096, C36 1.522, C53 1.509, O54 1.444
3 C -18.6733 -29.5124 -20.1542  O25 1.428, C31 1.529, H33 1.097, C74 1.517
4 H -17.5601 -23.4393 -24.7591  C77 1.095
5 H -16.6283 -29.1339 -20.6032  C31 1.092
6 O -19.2076 -26.1120 -18.6309  H7 0.964, H79 0.962
7 H -18.3277 -26.0790 -19.0224  O6 0.964
8 C -17.7434 -28.4148 -24.9587  H20 1.090, H46 1.097, H83 1.091, C102 1.518
9 H -20.8363 -24.4548 -28.5770  C100 1.088
10 O -21.2638 -24.1561 -18.8050  H97 0.970, H115 0.961
11 C -15.4310 -23.2312 -26.8571  C12 1.517, H51 1.092, H65 1.096, O82 1.420
12 C -14.5481 -22.7878 -25.7053  C11 1.517, H71 1.089, C92 1.529, H98 1.091
13 C -24.7020 -27.4970 -24.3097  C26 1.527, H49 1.086, O59 1.428, H84 1.097
14 O -17.5353 -21.3061 -19.8017  H52 0.962, H85 0.964
15 H -18.4787 -30.0207 -22.3014  C74 1.091
16 C -21.5318 -22.4565 -26.2413  H19 1.098, C37 1.525, O89 1.416, H105 1.091
17 H -18.8626 -20.4853 -21.9280  O30 0.962
18 H -16.2305 -27.3597 -20.6693  C67 1.097
19 H -22.2644 -22.7694 -25.4853  C16 1.098
20 H -18.0685 -29.4490 -25.0717  C8 1.090
21 H -19.2063 -29.6968 -18.2840  O25 0.962
22 H -22.4225 -28.0459 -26.7177  C42 1.089
23 H -17.4806 -24.9993 -23.5071  C64 1.089
24 H -16.9249 -29.5958 -18.9053  C31 1.093
25 O -19.4582 -30.1037 -19.1181  C3 1.428, H21 0.962
26 C -24.1766 -28.4167 -25.4097  C13 1.527, C42 1.512, H91 1.090, H116 1.095
27 H -24.5480 -28.7620 -21.0730  C2 1.096
28 O -15.3993 -26.0052 -19.2721  C67 1.424, C87 1.450
29 H -14.2763 -24.2655 -19.5433  C87 1.089
30 O -18.7003 -20.5660 -22.8728  H17 0.962, H104 0.962
31 C -17.1870 -29.8032 -19.9461  C3 1.529, H5 1.092, H24 1.093, H109 1.088
32 H -22.2507 -24.0975 -22.7791  O50 0.974
33 H -18.8642 -28.4322 -20.1879  C3 1.097
34 H -16.6333 -28.3954 -26.7492  C102 1.096
35 H -22.6069 -27.3569 -20.8613  C53 1.093
36 C -24.2727 -28.7330 -18.9375  C2 1.522, H76 1.089, H88 1.089, H93 1.090
37 C -20.1192 -22.9659 -25.9742  C16 1.525, H96 1.090, H103 1.095, C106 1.518
38 H -18.9319 -25.0826 -24.4541  C64 1.095
39 H -14.2342 -24.5549 -22.0165  C114 1.089
40 O -20.5471 -24.5740 -22.3724  C99 1.415, C112 1.429
41 H -15.7588 -26.6846 -24.3770  C61 1.099
42 C -23.1475 -27.5384 -26.0837  H22 1.089, C26 1.512, H69 1.095, C86 1.551
43 H -23.8776 -30.7452 -21.3388  O54 0.961
44 H -13.3117 -26.5618 -20.8143  C68 1.090
45 O -15.4977 -29.0931 -25.1732  H47 0.961, C102 1.420
46 H -17.5932 -28.2389 -23.8865  C8 1.097
47 H -14.6492 -28.9719 -25.6088  O45 0.961
48 H -23.3718 -24.9587 -23.3354  O50 0.968
49 H -25.1638 -27.9782 -23.4528  C13 1.086
50 O -23.1900 -24.0576 -23.0319  H32 0.974, H48 0.968
51 H -15.0805 -22.7964 -27.7952  C11 1.092
52 H -17.6093 -20.5936 -19.1591  O14 0.962
53 C -22.4726 -28.4279 -20.6913  C2 1.509, H35 1.093, H62 1.091, H110 1.093
54 O -23.7055 -30.5110 -20.4233  C2 1.444, H43 0.961
55 H -18.4697 -26.8602 -22.0408  C75 1.090
56 H -15.8306 -25.3136 -21.9618  C114 1.092
57 H -19.3750 -23.1127 -23.1341  C99 1.090
58 H -20.1249 -29.6689 -21.7502  C74 1.089
59 O -23.5378 -26.7970 -23.8688  C13 1.428, C86 1.428
60 H -16.0372 -24.1856 -19.9043  C87 1.091
61 C -15.9849 -26.7360 -25.4508  H41 1.099, H70 1.089, H101 1.094, C102 1.521
62 H -21.7039 -28.5731 -19.9306  C53 1.091
63 H -21.6282 -27.2249 -24.5712  C86 1.094
64 C -18.5577 -25.1360 -23.4260  H23 1.089, H38 1.095, C75 1.541, C99 1.517
65 H -15.3561 -24.3161 -26.9940  C11 1.096
66 H -18.7330 -23.8501 -21.6626  C99 1.100
67 C -15.2899 -27.1090 -20.1645  H18 1.097, O28 1.424, C68 1.526, H78 1.089
68 C -14.3174 -26.6173 -21.2323  H44 1.090, C67 1.526, H95 1.091, C114 1.524
69 H -23.6200 -26.8021 -26.7422  C42 1.095
70 H -15.1018 -26.3609 -25.9666  C61 1.089
71 H -14.3113 -21.7283 -25.7940  C12 1.089
72 H -21.3011 -26.4850 -22.4770  C112 1.090
73 H -20.4086 -25.0768 -25.6521  C106 1.091
74 C -19.1688 -30.1026 -21.4608  H1 1.094, C3 1.517, H15 1.091, H58 1.089
75 C -19.1084 -26.4412 -22.8190  H55 1.090, C64 1.541, H81 1.087, C112 1.546
76 H -24.5983 -27.6958 -18.8699  C36 1.089
77 C -16.8540 -22.6797 -25.1091  H4 1.095, O82 1.425, C92 1.531, H111 1.092
78 H -14.8751 -27.9654 -19.6360  C67 1.089
79 H -19.1532 -26.7980 -17.9585  O6 0.962
80 H -22.4150 -25.6824 -25.1323  C86 1.088
81 H -19.3443 -27.1529 -23.6061  C75 1.087
82 O -16.7203 -22.7355 -26.5266  C11 1.420, C77 1.425
83 H -18.5614 -27.7502 -25.2396  C8 1.091
84 H -25.3863 -26.7774 -24.7759  C13 1.097
85 H -18.4261 -21.6699 -19.8629  O14 0.964
86 C -22.5503 -26.7363 -24.8984  C42 1.551, O59 1.428, H63 1.094, H80 1.088
87 C -15.1249 -24.7780 -19.9935  O28 1.450, H29 1.089, H60 1.091, C114 1.528
88 H -25.1211 -29.3829 -18.7284  C36 1.089
89 O -21.8124 -23.0023 -27.5169  C16 1.416, C100 1.422
90 H -20.3698 -26.1310 -21.0390  C112 1.094
91 H -24.9814 -28.7996 -26.0367  C26 1.090
92 C -15.4787 -22.9843 -24.5083  C12 1.529, C77 1.531, H107 1.092, H113 1.092
93 H -23.4521 -28.9128 -18.2432  C36 1.090
94 H -19.1967 -24.6890 -26.8381  C106 1.094
95 H -14.3810 -27.2289 -22.1336  C68 1.091
96 H -19.3938 -22.3576 -26.5152  C37 1.090
97 H -20.6870 -24.9266 -18.9216  O10 0.970
98 H -13.6473 -23.3867 -25.5653  C12 1.091
99 C -19.2502 -24.0607 -22.6099  O40 1.415, H57 1.090, C64 1.517, H66 1.100
100 C -21.2654 -24.3126 -27.5873  H9 1.088, O89 1.422, C106 1.551, H108 1.094
101 H -16.7985 -26.0112 -25.5471  C61 1.094
102 C -16.4390 -28.1668 -25.6948  C8 1.518, H34 1.096, O45 1.420, C61 1.521
103 H -19.8359 -22.8724 -24.9211  C37 1.095
104 H -17.7702 -20.8053 -22.9317  O30 0.962
105 H -21.5672 -21.3660 -26.2417  C16 1.091
106 C -20.1869 -24.3970 -26.4760  C37 1.518, H73 1.091, H94 1.094, C100 1.551
107 H -15.1701 -22.3348 -23.6871  C92 1.092
108 H -22.0613 -25.0427 -27.4117  C100 1.094
109 H -16.9192 -30.8355 -20.1631  C31 1.088
110 H -22.1047 -28.8221 -21.6422  C53 1.093
111 H -17.2557 -21.7149 -24.7917  C77 1.092
112 C -20.4069 -25.9738 -22.1212  O40 1.429, H72 1.090, C75 1.546, H90 1.094
113 H -15.5341 -23.9898 -24.0864  C92 1.092
114 C -14.8780 -25.2152 -21.4368  H39 1.089, H56 1.092, C68 1.524, C87 1.528
115 H -21.6787 -24.2858 -17.9482  O10 0.961
116 H -23.7317 -29.2840 -24.9099  C26 1.095

Atom charges from the Mulliken analysis, given in e for atoms 1 to 6: H 0.502; C 0.481; C 1.781; H -0.449; H 0.265; O -0.592

***

[2]
Entry from the OMol25 dataset: 14 unconnected molecules or ions with the total composition C29H76BN8O21 at a distorted geometry (ωB97M-V with the def2-TZVPD basis set).

HOMO = -7.04 eV
2S+1 = 1
E_LUMO = 1.56 eV
Kohn-Sham gap = 8.5988 eV
Relative energy (zero: lowest compared OMol25 entry of this formula, charge and spin) = 37.3 kcal/mol
Total charge = -1

Last columns: bonded neighbours and bond lengths (Å).
CARTESIAN COORDINATES (ANGSTROEM)
1 H -5.7263 1.4159 -0.3334  C8 1.090
2 H 1.5569 -5.2083 0.7279  C22 1.090
3 H -3.0940 -5.0571 -2.5960  C56 1.090
4 H -4.1842 -1.8448 0.5067  N76 1.010
5 N 2.6639 2.5875 2.8697  H37 1.010, H119 1.010, C122 1.287
6 H 0.4123 -3.8263 1.0187  C22 1.090
7 H 3.5091 3.0940 4.9476  N45 1.010
8 C -6.1803 0.4785 -0.6547  H1 1.090, C53 1.541, H112 1.090, H115 1.090
9 H -2.1535 4.1530 0.7177  C86 1.090
10 C -3.4419 4.5169 -1.9637  C17 1.535, H72 1.090, H117 1.090, H128 1.090
11 N 6.1468 -0.0239 1.5565  C57 1.279, H59 1.010, H67 1.010
12 C -8.3089 1.4667 0.1175  C53 1.496, H80 1.090, H93 1.090, H113 1.090
13 H 7.8460 1.5405 1.3046  N129 1.010
14 H -2.7747 2.4148 -2.5829  O25 0.960
15 H 1.3210 4.5650 -0.2704  C62 1.090
16 O 1.3136 4.3327 3.1196  C122 1.179
17 C -3.3477 3.9625 -3.3922  C10 1.535, O25 1.369, H65 1.090, C70 1.524
18 O 4.9107 1.3129 4.1113  C38 1.427, H100 0.960
19 H 2.7204 0.1641 -5.0279  N63 1.010
20 H -1.7637 3.2527 2.2501  C86 1.090
21 C 3.3070 -0.4615 4.3992  C38 1.528, H47 1.090, H97 1.090, H104 1.090
22 C 1.1847 -4.2467 0.3746  H2 1.090, H6 1.090, H40 1.090, C88 1.492
23 H -0.5683 3.6294 -1.4245  C48 1.090
24 C -4.5904 -2.7271 2.2746  N76 1.299, N92 1.299, O95 1.203
25 O -2.4875 2.8985 -3.3608  H14 0.960, C17 1.369
26 H -2.9027 -3.2810 -2.7343  C56 1.090
27 H 4.7236 0.5408 -2.5169  N34 1.010
28 H 7.7184 -1.9110 -0.9517  C83 1.090
29 C -1.8530 -0.7105 -0.4846  O41 1.299, O89 1.206, C99 1.492
30 H -6.3103 -4.7519 -1.3328  O43 0.960
31 H 2.2291 4.2832 5.3349  N45 1.010
32 H 1.1748 -3.8714 -2.6774  O68 0.960
33 H 7.6142 -1.4663 -3.0731  O39 0.960
34 N 5.0688 1.0251 -3.3332  H27 1.010, C69 1.288, H85 1.010
35 H -7.2774 -0.1142 1.1542  C53 1.090
36 O 4.5221 1.5389 -5.4293  C69 1.211
37 H 2.0730 2.0654 2.2386  N5 1.010
38 C 4.3810 0.3956 5.0669  O18 1.427, C21 1.528, C103 1.546, H123 1.090
39 O 6.7572 -1.8036 -2.8021  H33 0.960, C83 1.465
40 H 1.9366 -3.4613 0.4522  C22 1.090
41 O -0.7396 -1.2735 -0.1239  C29 1.299, B120 1.478
42 O 1.2749 -0.4129 1.1843  B120 1.489, C127 1.334
43 O -5.6488 -5.0485 -1.9621  H30 0.960, C121 1.347
44 H -0.2356 -3.9795 4.2429  C106 1.090
45 N 2.7483 3.7059 4.6889  H7 1.010, H31 1.010, C122 1.350
46 H 1.2848 -3.0401 4.1980  C106 1.090
47 H 2.6847 0.2914 3.9155  C21 1.090
48 C 0.2631 3.9914 -2.0294  H23 1.090, C62 1.501, C96 1.483, O130 1.445
49 H 0.5735 5.9250 -1.0717  C62 1.090
50 O -8.2383 -0.8202 -0.4664  C53 1.425, H84 0.960
51 H -4.6756 3.0770 -4.9438  C70 1.090
52 H 5.8098 -0.9633 4.5200  C103 1.090
53 C -7.4774 0.2227 0.1371  C8 1.541, C12 1.496, H35 1.090, O50 1.425
54 C -5.1279 -4.0286 -4.0324  H66 1.090, H108 1.090, H116 1.090, C121 1.594
55 O -0.3694 0.8802 -0.0620  C99 1.330, B120 1.452
56 C -3.3800 -4.0903 -2.1817  H3 1.090, H26 1.090, H102 1.090, C121 1.514
57 C 7.3682 -0.3952 1.6358  N11 1.279, O124 1.243, N129 1.309
58 H -0.8705 4.1573 -3.5876  O130 0.960
59 H 5.8545 0.8718 1.1926  N11 1.010
60 H 5.3713 -1.1729 6.2115  C103 1.090
61 H 6.4861 0.2203 5.6155  C103 1.090
62 C 1.0829 4.9781 -1.2506  H15 1.090, C48 1.501, H49 1.090, H132 1.090
63 N 3.2481 0.2838 -4.1750  H19 1.010, C69 1.292, H77 1.010
64 C 2.5191 -0.6649 -0.7836  O107 1.330, C127 1.579, O131 1.198
65 H -2.9994 4.7608 -4.0476  C17 1.090
66 H -6.2002 -3.9449 -4.2093  C54 1.090
67 H 5.4288 -0.7219 1.6888  N11 1.010
68 O 1.6177 -4.3381 -1.9649  H32 0.960, C88 1.394
69 C 4.2837 1.0349 -4.3548  N34 1.288, O36 1.211, N63 1.292
70 C -4.6517 3.3503 -3.8889  C17 1.524, H51 1.090, H125 1.090, H134 1.090
71 O 3.5127 -0.5895 1.5099  C127 1.209
72 H -4.4202 4.9190 -1.7004  C10 1.090
73 H 1.8709 3.0728 -3.1772  C96 1.090
74 C 0.0227 -5.9117 -1.0859  H81 1.090, C88 1.547, H105 1.090, H133 1.090
75 O -0.6805 5.0101 1.7014  C86 1.439, H114 0.960
76 N -4.7878 -2.4748 1.0154  H4 1.010, C24 1.299, H98 1.010
77 H 3.1434 -0.2391 -3.3173  N63 1.010
78 O -0.2157 -2.2468 3.1945  H82 0.960, C106 1.418
79 H -0.0969 -2.4454 5.2271  C106 1.090
80 H -7.9397 2.1765 0.8578  C12 1.090
81 H -0.2304 -5.9618 -2.1450  C74 1.090
82 H 0.5788 -1.7609 2.9615  O78 0.960
83 C 6.7474 -1.6161 -1.3496  H28 1.090, O39 1.465, H87 1.090, H101 1.090
84 H -9.1006 -0.8948 -0.0510  O50 0.960
85 H 5.9741 1.4719 -3.3622  N34 1.010
86 C -1.3726 3.7885 1.3852  H9 1.090, H20 1.090, O75 1.439, H109 1.090
87 H 5.8690 -2.1099 -0.9342  C83 1.090
88 C 0.6337 -4.4939 -0.9893  C22 1.492, O68 1.394, C74 1.547, H135 1.090
89 O -2.9270 -1.2317 -0.6544  C29 1.206
90 O -2.5010 1.6550 -0.3821  C99 1.227
91 H 1.5743 2.3324 -1.6391  C96 1.090
92 N -3.6056 -2.0679 2.8075  C24 1.299, H94 1.010, H118 1.010
93 H -9.3716 1.2667 0.2537  C12 1.090
94 H -2.7695 -1.7621 2.3305  N92 1.010
95 O -5.3197 -3.3182 3.0263  C24 1.203
96 C 1.0769 2.8324 -2.4702  C48 1.483, H73 1.090, H91 1.090, H111 1.090
97 H 2.7300 -0.8192 5.2519  C21 1.090
98 H -5.5740 -2.9406 0.5851  N76 1.010
99 C -1.6571 0.7642 -0.3756  C29 1.492, O55 1.330, O90 1.227
100 H 5.7183 0.9178 3.7747  O18 0.960
101 H 6.6268 -0.5438 -1.1957  C83 1.090
102 H -3.2071 -4.0626 -1.1059  C56 1.090
103 C 5.6279 -0.4321 5.4543  C38 1.546, H52 1.090, H60 1.090, H61 1.090
104 H 3.6782 -1.2421 3.7351  C21 1.090
105 H 0.7155 -6.7524 -1.0499  C74 1.090
106 C 0.2041 -2.9859 4.3297  H44 1.090, H46 1.090, O78 1.418, H79 1.090
107 O 1.2630 -0.6505 -1.2196  C64 1.330, B120 1.502
108 H -4.6813 -3.1481 -4.4942  C54 1.090
109 H -0.6330 3.3243 0.7329  C86 1.090
110 H 9.1682 0.6057 1.7780  N129 1.010
111 H 0.4393 2.1717 -3.0575  C96 1.090
112 H -5.5041 -0.3760 -0.6295  C8 1.090
113 H -8.2444 2.0587 -0.7955  C12 1.090
114 H 0.0965 4.8448 2.2405  O75 0.960
115 H -6.4211 0.5872 -1.7122  C8 1.090
116 H -4.7151 -4.8663 -4.5945  C54 1.090
117 H -3.1565 3.7083 -1.2908  C10 1.090
118 H -3.3410 -2.1363 3.7798  N92 1.010
119 H 3.5852 2.2906 3.1581  N5 1.010
120 B 0.4067 -0.3462 -0.0232  O41 1.478, O42 1.489, O55 1.452, O107 1.502
121 C -4.8678 -4.0703 -2.4598  O43 1.347, C54 1.594, C56 1.514, H126 1.090
122 C 2.2059 3.6386 3.4547  N5 1.287, O16 1.179, N45 1.350
123 H 3.9421 0.9713 5.8818  C38 1.090
124 O 7.6164 -1.6030 1.7907  C57 1.243
125 H -5.4788 4.0385 -3.7146  C70 1.090
126 H -5.1509 -3.1279 -1.9909  C121 1.090
127 C 2.5399 -0.5753 0.7929  O42 1.334, C64 1.579, O71 1.209
128 H -2.6271 5.2370 -1.8884  C10 1.090
129 N 8.1706 0.6390 1.6241  H13 1.010, C57 1.309, H110 1.010
130 O -0.1634 4.6917 -3.2188  C48 1.445, H58 0.960
131 O 3.4935 -0.7639 -1.4736  C64 1.198
132 H 1.9689 5.2213 -1.8371  C62 1.090
133 H -0.8535 -6.1392 -0.4788  C74 1.090
134 H -4.8620 2.5102 -3.2269  C70 1.090
135 H -0.1361 -3.7640 -1.2399  C88 1.090

Atom charges from the Mulliken analysis, given in e for atoms 1 to 6: H 0.338; H 0.510; H 0.542; H -0.030; N 0.090; H 0.120